(1)
A molecular structure, C10H24BaFO10S2, computed with ωB97M-V/def2-TZVPD.

```
48
Properties=species:S:1:pos:R:3:nbo_charge:R:1
Ba 11.157 5.657 -1.703 1.092
F 12.584 10.085 -2.411 -0.995
O 12.390 0.910 -3.888 -0.879
C 12.854 0.895 -5.241 -0.092
C 14.081 1.769 -5.795 -0.089
O 14.028 3.243 -5.708 -0.892
H 11.940 1.095 -5.799 0.103
H 12.979 -0.166 -5.458 0.089
H 14.162 1.465 -6.839 0.090
H 14.992 1.296 -5.428 0.085
O 5.923 5.770 -2.009 -0.858
C 5.232 6.194 -3.170 -0.084
C 5.868 7.135 -4.238 -0.086
O 7.057 6.821 -4.952 -0.843
H 4.402 6.837 -2.878 0.089
H 4.900 5.318 -3.726 0.100
H 5.994 8.110 -3.768 0.087
H 5.152 7.555 -4.945 0.091
O 9.683 5.670 6.475 -0.923
S 9.604 4.613 5.508 2.322
O 9.917 4.877 4.100 -0.901
O 10.504 3.385 5.971 -0.722
C 10.780 2.320 5.022 -0.091
C 9.864 1.187 5.345 -0.641
C 7.817 3.961 5.855 -0.838
H 11.792 1.935 5.152 0.196
H 10.790 2.702 4.001 0.233
H 8.924 1.543 5.766 0.210
H 10.306 0.624 6.168 0.203
H 9.588 0.489 4.555 0.234
H 7.849 3.396 6.787 0.229
H 7.365 3.428 5.018 0.240
H 7.184 4.847 5.907 0.245
O 18.083 1.713 0.880 -0.905
S 18.316 3.056 1.413 2.307
O 17.206 3.956 1.639 -0.879
O 19.298 3.031 2.747 -0.709
C 20.295 1.996 2.765 -0.073
C 19.874 0.632 3.337 -0.651
C 19.496 3.954 0.301 -0.863
H 21.052 2.357 3.461 0.186
H 20.713 2.004 1.758 0.184
H 19.740 0.568 4.417 0.212
H 20.648 -0.112 3.148 0.212
H 19.064 0.148 2.792 0.244
H 20.290 3.296 -0.049 0.228
H 19.924 4.809 0.826 0.238
H 18.875 4.344 -0.505 0.267
```

Summary:
Highest occupied orbital energy in eV: 2.19
LUMO level in Ha: 0.1502
Charge: -3
Multiplicity: 1

(2)
A molecular structure, C39H59Cl2N13O2Ti, computed with ωB97M-V/def2-TZVPD.

```
116
Properties=species:S:1:pos:R:3:lowdin_charge:R:1
Ti 0.601 -0.399 0.165 1.038
C 4.489 -0.243 1.053 -0.039
N 3.709 1.002 1.008 -0.143
C 4.523 2.173 0.722 -0.049
C 2.668 1.200 1.911 -0.365
N 1.529 0.687 1.657 0.021
C 0.448 0.720 2.676 -0.141
C -0.820 1.396 2.155 -0.136
N -1.190 1.033 0.752 -0.180
C -1.149 2.242 -0.113 -0.170
C 0.215 2.854 -0.274 -0.202
N 1.219 1.959 -0.860 0.103
C 2.060 2.535 -1.664 -0.362
N 3.149 1.914 -2.195 -0.105
C 3.982 2.506 -3.232 -0.037
C 3.510 0.533 -1.929 -0.052
N 1.943 3.879 -2.111 -0.230
C 1.122 4.096 -3.284 -0.057
C 2.071 4.980 -1.182 -0.072
C -2.565 0.452 0.729 -0.154
C -2.921 -0.385 -0.482 -0.226
N -3.156 0.432 -1.659 0.095
C -3.652 -0.145 -2.681 -0.395
N -3.884 -1.510 -2.803 -0.165
C -2.874 -2.487 -2.429 -0.067
C -5.145 -2.016 -3.300 -0.068
N -4.059 0.628 -3.768 -0.164
C -3.803 0.154 -5.121 -0.061
C -3.966 2.066 -3.620 -0.081
N 2.886 1.991 3.045 -0.165
C 2.319 3.328 3.114 -0.049
C 4.135 1.789 3.768 -0.046
H 5.389 -0.097 1.659 0.090
H 4.794 -0.529 0.047 0.075
H 3.907 -1.058 1.466 0.064
H 5.005 2.021 -0.245 0.084
H 5.307 2.355 1.460 0.076
H 3.899 3.061 0.638 0.077
H 0.779 1.227 3.573 0.119
H 0.196 -0.299 2.949 0.088
H -0.727 2.481 2.223 0.109
H -1.628 1.103 2.822 0.128
H -1.800 3.010 0.318 0.132
H -1.578 1.978 -1.070 0.087
H 0.570 3.205 0.700 0.086
H 0.050 3.745 -0.866 0.089
H 3.798 3.569 -3.322 0.082
H 3.798 2.021 -4.197 0.097
H 5.032 2.342 -2.975 0.087
H 3.003 0.150 -1.063 0.044
H 4.589 0.489 -1.746 0.084
H 3.279 -0.097 -2.784 0.096
H 1.138 3.206 -3.916 0.095
H 1.509 4.934 -3.871 0.089
H 0.073 4.315 -3.037 0.085
H 2.514 4.634 -0.248 0.076
H 1.106 5.445 -0.940 0.084
H 2.722 5.760 -1.590 0.089
H -3.287 1.271 0.817 0.132
H -2.651 -0.170 1.616 0.104
H -3.823 -0.943 -0.211 0.105
H -2.140 -1.134 -0.640 0.067
H -1.904 -2.011 -2.316 0.070
H -2.783 -3.227 -3.229 0.094
H -3.115 -3.019 -1.500 0.033
H -5.796 -1.188 -3.575 0.089
H -5.652 -2.614 -2.537 0.087
H -5.005 -2.652 -4.182 0.082
H -3.692 -0.927 -5.131 0.077
H -2.879 0.592 -5.525 0.085
H -4.626 0.428 -5.782 0.085
H -4.414 2.379 -2.681 0.080
H -4.494 2.539 -4.450 0.082
H -2.922 2.410 -3.625 0.079
H 1.425 3.389 2.495 0.064
H 3.031 4.088 2.769 0.089
H 2.034 3.572 4.140 0.093
H 4.445 0.748 3.706 0.093
H 3.965 2.018 4.821 0.093
H 4.955 2.424 3.420 0.075
N 5.964 -6.772 -6.078 0.138
C 5.328 -6.131 -5.366 -0.185
C 4.524 -5.316 -4.469 -0.243
C 5.114 -4.678 -3.384 -0.030
C 4.353 -3.877 -2.549 -0.025
C 2.984 -3.671 -2.774 -0.167
C 2.407 -4.352 -3.855 -0.025
C 3.162 -5.158 -4.693 -0.027
C 2.198 -2.761 -1.915 -0.065
C 1.324 -1.808 -2.526 -0.275
C 1.193 -1.501 -3.888 -0.060
C 0.339 -0.376 -3.995 -0.095
C -0.048 -0.063 -2.714 -0.200
N 0.540 -0.905 -1.792 -0.069
C 2.380 -2.858 -0.490 -0.267
C 2.935 -3.927 0.221 -0.049
C 2.770 -3.648 1.596 -0.088
C 2.137 -2.429 1.672 -0.214
N 1.905 -1.918 0.413 -0.088
H 6.173 -4.812 -3.199 0.117
H 4.824 -3.381 -1.710 0.113
H 1.339 -4.269 -4.014 0.119
H 2.693 -5.680 -5.518 0.118
H 1.701 -1.994 -4.705 0.097
H 0.022 0.124 -4.902 0.085
H -0.763 0.688 -2.408 0.077
H 3.349 -4.826 -0.213 0.103
H 3.061 -4.270 2.432 0.092
H 1.844 -1.894 2.563 0.104
Cl -3.556 -3.407 1.239 0.632
C -1.793 -3.651 1.479 -0.952
Cl -1.069 -4.394 0.059 0.671
C -1.204 -2.310 1.886 -0.717
O -1.325 -1.977 3.048 0.062
O -0.679 -1.626 0.927 -0.202
H -1.679 -4.333 2.306 0.065
```

Summary:
Highest occupied orbital energy (spin up / spin down) in eV: -5.34 / -7.08
LUMO level (spin up / spin down) in Ha: 0.0032 / -0.0010
<S²>: 2.0386
Multiplicity: 3

(3)
2 unconnected molecules or ions with the total composition C29H29N3O2, computed with ωB97M-V/def2-TZVPD.

```
63
Properties=species:S:1:pos:R:3:nbo_charge:R:1
O 1.985 3.074 -0.997 -0.755
C 2.909 3.725 -0.503 0.410
C 2.883 5.157 -0.488 -0.359
C 3.913 5.862 0.048 -0.122
C 5.023 5.201 0.603 -0.343
C 6.070 5.920 1.133 0.305
N 6.964 6.526 1.582 -0.410
C 5.063 3.797 0.607 -0.119
C 4.045 3.072 0.076 -0.368
H 2.028 5.648 -0.917 0.207
H 3.894 6.940 0.053 0.206
H 5.921 3.304 1.037 0.205
H 4.066 1.996 0.067 0.195
C -4.259 -3.518 -0.145 -0.416
N -2.897 -3.016 -0.145 -0.457
C -1.832 -3.792 -0.551 0.682
O -1.874 -4.946 -0.920 -0.576
C -0.590 -2.917 -0.449 -0.127
C 0.100 -2.743 -1.806 -0.438
C 0.585 -4.031 -2.408 0.071
C 0.072 -4.489 -3.613 -0.230
C 0.474 -5.700 -4.138 -0.185
C 1.397 -6.474 -3.467 -0.210
C 1.928 -6.023 -2.276 -0.195
C 1.530 -4.808 -1.755 -0.238
N -1.035 -1.610 0.128 -0.343
C -0.209 -0.576 0.459 0.231
C -0.681 0.599 1.004 -0.385
C 0.060 1.701 1.378 0.068
C -0.509 2.889 1.927 -0.071
C 0.327 3.973 2.256 -0.115
C -0.187 5.137 2.775 -0.217
C -1.549 5.265 2.986 -0.143
C -2.398 4.219 2.669 -0.213
C -1.896 3.048 2.149 -0.172
C -2.527 -1.652 0.330 0.334
C -3.219 -0.621 -0.559 -0.640
C -2.879 -1.558 1.815 -0.642
H -4.278 -4.529 -0.543 0.257
H -4.654 -3.525 0.869 0.201
H -4.891 -2.880 -0.761 0.203
H 0.104 -3.377 0.266 0.233
H -0.611 -2.267 -2.488 0.219
H 0.940 -2.046 -1.713 0.227
H -0.659 -3.892 -4.131 0.207
H 0.056 -6.050 -5.068 0.214
H 1.697 -7.431 -3.866 0.216
H 2.642 -6.630 -1.742 0.216
H 1.943 -4.456 -0.825 0.200
H 0.842 -0.694 0.276 0.237
H -1.738 0.670 1.148 0.203
H 1.126 1.679 1.239 0.247
H 1.384 3.881 2.075 0.245
H 0.470 5.956 3.012 0.235
H -1.949 6.181 3.390 0.223
H -3.460 4.332 2.822 0.219
H -2.579 2.254 1.900 0.198
H -2.983 -0.831 -1.600 0.232
H -4.300 -0.665 -0.447 0.229
H -2.899 0.398 -0.355 0.229
H -2.415 -2.388 2.344 0.230
H -2.529 -0.641 2.281 0.226
H -3.954 -1.627 1.970 0.230
```

Summary:
Highest occupied orbital energy in eV: -5.89
Energy above the lowest of the compared OMol25 structures with the same formula, charge and spin in kcal/mol: 37.0
LUMO level in Ha: -0.0917
Multiplicity: 1

(4)
A single C5H7NO2 molecule, computed with ωB97M-V/def2-TZVPD.

```
15
Properties=species:S:1:pos:R:3:nbo_charge:R:1
C 1.582 -0.812 -0.464 -0.413
N 0.615 -0.558 0.596 -0.656
C -0.455 0.336 0.208 -0.078
C -1.745 -0.388 -0.058 0.757
O -2.735 0.161 -0.459 -0.584
O -1.684 -1.698 0.197 -0.677
C -0.195 1.629 -0.541 -0.144
C -0.518 1.755 0.707 -0.141
H 1.056 -1.231 -1.321 0.200
H 2.111 0.093 -0.788 0.175
H 2.311 -1.538 -0.108 0.206
H 1.093 -0.220 1.425 0.373
H -0.779 -1.893 0.523 0.507
H 0.065 2.028 -1.488 0.238
H -0.721 2.336 1.571 0.235
```

Summary:
Highest occupied orbital energy in eV: -9.63
Energy above the lowest of the compared OMol25 structures with the same formula, charge and spin in kcal/mol: 51.2
LUMO level in Ha: 0.0308
SMILES string: CNC1(C(=O)O)C=C1
Multiplicity: 1

(5)
A single C18H24N4O4S molecule, computed with ωB97M-V/def2-TZVPD.

```
51
Properties=species:S:1:pos:R:3:nbo_charge:R:1
C 1.834 4.611 6.197 -0.253
O 1.998 3.234 5.958 -0.542
C 3.236 2.876 5.387 -0.069
C 3.325 3.202 3.890 -0.260
N 2.265 2.544 3.169 -0.614
C 2.515 1.621 2.207 0.651
O 3.640 1.389 1.800 -0.627
C 1.323 0.950 1.663 -0.310
S -0.279 1.274 2.298 0.429
C -0.970 0.162 1.183 0.059
N -2.292 -0.081 1.125 -0.482
C -2.664 -0.935 0.237 0.337
N -1.835 -1.609 -0.588 -0.402
C -2.357 -2.467 -1.626 -0.317
C -2.634 -1.571 -2.853 0.678
O -3.022 -0.432 -2.667 -0.634
N -2.448 -2.095 -4.075 -0.429
C -1.889 -3.392 -4.388 -0.209
C -0.401 -3.240 -4.712 -0.423
C -0.244 -2.290 -5.898 -0.397
C -0.933 -0.959 -5.599 -0.409
C -2.394 -1.189 -5.210 -0.224
C -0.446 -1.365 -0.638 0.668
O 0.232 -1.938 -1.471 -0.635
C -0.008 -0.428 0.366 -0.250
C 1.312 0.031 0.642 0.080
C 2.522 -0.438 -0.083 -0.654
H 1.776 5.189 5.269 0.163
H 0.896 4.715 6.740 0.198
H 2.654 5.004 6.810 0.167
H 3.311 1.794 5.527 0.195
H 4.063 3.366 5.920 0.168
H 3.262 4.284 3.732 0.190
H 4.271 2.839 3.483 0.246
H 1.343 2.624 3.570 0.398
H -3.720 -1.146 0.148 0.198
H -1.595 -3.219 -1.829 0.251
H -3.286 -2.933 -1.291 0.230
H -2.055 -4.098 -3.576 0.207
H -2.420 -3.770 -5.269 0.197
H 0.028 -4.215 -4.945 0.210
H 0.114 -2.833 -3.840 0.231
H 0.813 -2.122 -6.105 0.215
H -0.694 -2.740 -6.787 0.191
H -0.885 -0.301 -6.467 0.213
H -0.425 -0.467 -4.767 0.211
H -2.872 -0.254 -4.919 0.247
H -2.948 -1.636 -6.041 0.189
H 3.197 -0.940 0.608 0.239
H 2.239 -1.116 -0.881 0.244
H 3.067 0.413 -0.487 0.242
```

Summary:
Highest occupied orbital energy in eV: -8.36
Energy above the lowest of the compared OMol25 structures with the same formula, charge and spin in kcal/mol: 32.5
LUMO level in Ha: 0.0080
SMILES string: COCCNC(=O)c1sc2ncn(CC(=O)N3CCCCC3)c(=O)c2c1C
Multiplicity: 1

(6)
A single C3H7ClFN molecule, computed with ωB97M-V/def2-TZVPD.

```
13
Properties=species:S:1:pos:R:3:nbo_charge:R:1
N 2.238 -0.230 -1.058 -0.800
C 1.621 0.998 -0.311 -0.240
C 0.624 0.708 0.740 -0.479
C -0.330 -0.445 0.409 0.201
F -0.882 -0.903 1.634 -0.354
Cl -1.644 -0.022 -0.686 -0.053
H 1.997 -1.064 -0.404 0.329
H 1.542 -0.431 -1.797 0.341
H 1.273 1.794 -0.993 0.202
H 2.552 1.350 0.177 0.206
H 1.189 0.404 1.646 0.233
H 0.054 1.682 0.877 0.240
H 0.124 -1.196 -0.173 0.174
```

Summary:
Highest occupied orbital energy in eV: -10.30
Energy above the lowest of the compared OMol25 structures with the same formula, charge and spin in kcal/mol: 23.8
LUMO level in Ha: 0.0318
SMILES string: NCC[C@@H](F)Cl
Multiplicity: 1

(7)
A single C5H8O molecule, computed with ωB97M-V/def2-TZVPD.

```
14
Properties=species:S:1:pos:R:3:nbo_charge:R:1
O -2.153 -0.708 -0.166 -0.520
C -1.219 -1.230 0.397 0.435
C -0.043 -0.460 0.978 -0.528
C -0.284 0.893 1.517 0.028
C 0.484 0.979 -1.132 -0.629
C 0.959 -0.135 -0.199 -0.348
H -1.165 -2.336 0.501 0.114
H 0.515 -1.096 1.677 0.231
H -1.229 1.233 1.039 0.108
H 0.400 1.930 -0.593 0.217
H -0.493 0.746 -1.567 0.227
H 1.203 1.123 -1.943 0.220
H 1.106 -1.067 -0.760 0.216
H 1.919 0.128 0.253 0.228
```

Summary:
Highest occupied orbital energy in eV: -8.97
Energy above the lowest of the compared OMol25 structures with the same formula, charge and spin in kcal/mol: 104.2
LUMO level in Ha: -0.0173
Multiplicity: 1

(8)
A single C21H18N6O3S molecule, computed with ωB97M-V/def2-TZVPD.

```
49
Properties=species:S:1:pos:R:3:nbo_charge:R:1
N -7.880 -0.897 0.605 -0.820
C -6.679 -1.529 0.550 0.659
O -6.577 -2.723 0.747 -0.613
C -5.511 -0.661 0.235 -0.182
C -5.464 0.696 0.539 -0.176
C -4.346 1.451 0.239 -0.265
C -3.251 0.854 -0.379 0.251
N -2.091 1.549 -0.720 -0.654
C -1.766 2.834 -0.454 0.665
O -2.464 3.656 0.096 -0.601
C -0.363 3.191 -0.950 -0.603
S 0.944 2.619 0.188 0.298
C 1.081 0.962 -0.300 0.192
N 0.350 0.341 -1.194 -0.366
N 0.772 -0.927 -1.258 -0.255
C 1.765 -1.079 -0.423 0.310
C 2.476 -2.331 -0.234 -0.064
C 1.771 -3.529 -0.355 -0.209
C 2.459 -4.718 -0.188 0.040
N 3.752 -4.781 0.080 -0.405
C 4.423 -3.647 0.174 0.041
C 3.845 -2.396 0.025 -0.249
N 2.003 0.109 0.231 -0.352
C 2.948 0.434 1.261 -0.259
C 4.181 1.065 0.686 0.251
C 4.630 1.173 -0.597 -0.307
C 5.857 1.881 -0.522 -0.308
C 6.055 2.145 0.796 0.095
O 5.044 1.655 1.536 -0.397
C -3.286 -0.510 -0.675 -0.271
C -4.401 -1.256 -0.363 -0.139
H -7.996 0.058 0.319 0.393
H -8.701 -1.454 0.773 0.404
H -6.290 1.175 1.044 0.209
H -4.313 2.500 0.485 0.253
H -1.357 0.971 -1.147 0.440
H -0.259 4.275 -0.967 0.261
H -0.151 2.763 -1.928 0.252
H 0.716 -3.510 -0.573 0.239
H 1.952 -5.671 -0.269 0.199
H 5.481 -3.744 0.379 0.196
H 4.454 -1.507 0.073 0.226
H 2.478 1.139 1.958 0.241
H 3.197 -0.480 1.813 0.244
H 4.156 0.803 -1.483 0.236
H 6.492 2.149 -1.340 0.235
H 6.841 2.651 1.318 0.209
H -2.430 -0.972 -1.145 0.221
H -4.437 -2.313 -0.576 0.236
```

Summary:
Highest occupied orbital energy in eV: -8.51
Energy above the lowest of the compared OMol25 structures with the same formula, charge and spin in kcal/mol: 0.8
LUMO level in Ha: 0.0044
SMILES string: NC(=O)c1ccc(NC(=O)CSc2nnc(-c3ccncc3)n2Cc2ccco2)cc1
Multiplicity: 1